Entry 1:
This record from OMol25 describes a single C3H6N2O2S molecule. The level of theory is the ωB97M-V functional and the def2-TZVPD basis.

```
14
Properties=species:S:1:pos:R:3:forces:R:3:mulliken_charge:R:1
N 2.040598 -1.194129 0.317026 -0.732 -0.189 -0.825 -0.3250
N 1.584726 0.058397 0.357714 0.156 -1.195 -0.520 -0.3138
C 0.517124 0.179542 -0.287806 -1.358 3.889 -2.675 0.2248
C 0.067791 1.621374 -0.571503 -1.269 0.049 -0.442 -0.2889
O -1.135546 1.651290 0.240088 1.374 0.930 1.669 -0.5129
S -0.643782 -0.928019 -1.217899 0.375 -0.231 1.842 -0.1682
C -1.840798 -1.187317 0.132962 0.852 0.791 3.760 0.2331
O -1.658230 -0.792828 1.337285 -1.244 -2.227 -5.624 -0.4655
H 2.722138 -1.358988 1.020730 0.093 -1.166 0.150 0.2242
H 1.354216 -1.746934 -0.265052 1.880 -0.691 1.607 0.2388
H -0.418780 1.738078 -1.687836 1.941 -0.012 2.632 0.2578
H 0.905914 2.408782 -0.233509 -1.955 -1.639 -1.028 0.2514
H -0.774274 1.376651 1.145291 -1.257 0.533 -1.629 0.3476
H -2.721098 -1.825905 -0.287490 1.143 1.156 1.082 0.2966
```
Forces are in eV/Å.

Calculated values
Frontier orbital gap: 9.21 eV
E: -775.96514 a.u.
HOMO level: -8.9 eV
Energy above the lowest of the compared OMol25 structures with the same formula, charge and spin: 459.5 kJ/mol
2S+1: 1
Net charge: 0
SMILES: N/N=C(/CO)SC=O

Entry 2:
This record from OMol25 describes 4 unconnected molecules or ions with the total composition C3H12NO. The level of theory is the ωB97M-V functional and the def2-TZVPD basis.

```
17
Properties=species:S:1:pos:R:3:forces:R:3:mulliken_charge:R:1
C -0.255694 0.954805 -1.608173 -0.152 0.558 1.012 -0.3257
C -0.523721 -0.186798 -0.884515 -0.624 -1.177 -0.235 0.0280
C -0.052828 -0.526253 0.371894 -0.941 1.106 0.106 -0.3695
N 3.381905 -1.134163 -3.048604 0.177 -0.621 0.794 -0.6856
H -0.774211 1.138449 -2.540360 0.161 -0.117 -0.186 0.3021
H -9.290812 1.654150 10.426678 -0.017 -0.008 -0.003 0.0019
H 0.346890 1.767355 -1.206144 0.161 -0.175 -0.129 0.3538
H -1.202920 -0.917430 -1.320858 0.175 0.139 -0.148 0.2907
H 0.522621 0.155701 0.993269 0.213 -0.120 -0.049 0.4035
H -8.618011 1.954218 10.504207 0.017 0.008 0.003 -0.0019
H -0.440281 -1.421581 0.842058 0.295 -0.178 -0.017 0.2946
H 2.905066 -1.964361 -3.366310 -0.200 0.126 -0.022 0.2028
H 4.221593 -1.019270 -3.589571 0.020 0.414 -0.096 0.2120
H 2.787822 -0.328404 -2.988031 -0.010 0.199 -0.928 0.2658
H 3.001246 -0.414997 -1.269645 -0.816 -0.569 0.224 0.4036
H 1.549390 0.064392 -0.541326 0.136 -1.189 -0.468 0.2624
O 2.441946 0.224186 -0.774573 1.405 1.603 0.142 -0.6383
```
Forces are in eV/Å.

Calculated values
Frontier orbital gap: 5.53 eV
E: -251.06593 a.u.
HOMO level: -13.7 eV
Energy above the lowest of the compared OMol25 structures with the same formula, charge and spin: 536.7 kJ/mol
2S+1: 1
Net charge: +1

Entry 3:
This record from OMol25 describes a gas-phase ion, C2H3ClN (charge +1). The level of theory is the ωB97M-V functional and the def2-TZVPD basis.

```
7
Properties=species:S:1:pos:R:3:forces:R:3:mulliken_charge:R:1
C -1.398817 0.423474 0.029937 4.378 -0.643 0.066 -0.0557
N -0.114366 0.209081 0.002766 -0.701 0.736 0.915 -0.0426
C 1.055061 -0.234345 0.025478 2.432 -3.345 -0.170 0.1746
Cl 3.079202 -0.082618 -0.060541 -3.418 1.483 0.150 0.0214
H -1.845299 0.542427 -0.877979 -1.035 0.227 -2.786 0.2849
H -2.075669 0.497967 0.830102 0.065 0.063 1.874 0.3064
H 1.299888 -1.355986 0.050237 -1.723 1.480 -0.049 0.3110
```
Forces are in eV/Å.

Calculated values
Frontier orbital gap: 9.03 eV
E: -592.52942 a.u.
HOMO level: -16.4 eV
Energy above the lowest of the compared OMol25 structures with the same formula, charge and spin: 171.5 kJ/mol
2S+1: 1
Net charge: +1
SMILES: C=[N+]=CCl

Entry 4:
This record from OMol25 describes 2 unconnected molecules or ions with the total composition C9H12F2N2O4S. The level of theory is the ωB97M-V functional and the def2-TZVPD basis.

```
30
Properties=species:S:1:pos:R:3:forces:R:3:mulliken_charge:R:1
C 4.140689 -0.978392 -0.488808 0.209 -0.075 -0.718 -1.1929
C 3.332452 -1.821764 -1.493063 0.280 0.043 0.668 -0.5714
C 1.853938 -1.473915 -1.667654 0.658 -0.096 -0.163 0.0818
F 1.095649 -2.463184 -1.092933 -0.138 -0.009 0.180 -0.3539
N 1.423621 -0.209614 -1.018258 -0.094 0.295 -1.390 0.1143
N 0.018221 -0.091750 -1.051500 0.132 0.507 0.345 -0.5261
S 2.046219 1.185943 -1.876316 -0.586 0.788 1.734 1.1405
O 2.903755 1.901997 -0.994037 -0.020 -0.441 -0.415 -0.5514
O 1.004506 1.874798 -2.546895 0.268 -0.423 -0.355 -0.5507
F 2.960208 0.511717 -2.950157 0.055 -0.089 -0.239 -0.2256
H 4.955346 -1.588932 -0.111623 -0.018 -0.054 0.278 0.3936
H 4.616992 -0.149922 -1.006904 -0.066 0.209 0.107 0.3084
H 3.540243 -0.574309 0.315401 -0.031 -0.107 0.215 0.3205
H 3.352561 -2.851658 -1.145175 -0.215 -0.144 -0.043 0.4698
H 3.849787 -1.825027 -2.447211 -0.120 0.073 -0.189 0.3050
H 1.598589 -1.451866 -2.730942 -0.262 -0.092 -0.017 0.4255
H -0.363253 -0.335554 -0.150059 -0.017 -0.380 -0.008 0.2325
H -0.403404 -0.623953 -1.800363 -0.036 -0.095 -0.001 0.1852
O -4.990484 2.855249 3.018002 -0.011 0.014 0.011 -0.5325
C -4.304831 1.967645 2.562641 -0.004 0.009 0.000 0.3195
C -2.911731 2.220585 2.113942 0.024 -0.022 -0.013 -0.4607
C -2.160435 1.244714 1.612323 0.015 -0.002 0.000 -0.2695
C -2.684073 -0.137628 1.482176 -0.021 -0.010 0.012 0.6490
O -2.002153 -1.035065 1.025965 0.028 0.105 0.000 -0.5717
C -4.074425 -0.392659 1.928845 -0.036 0.004 0.026 -0.3890
C -4.826092 0.582785 2.430533 0.006 -0.038 -0.013 -0.3803
H -2.551245 3.235751 2.218122 -0.026 0.011 0.010 0.4234
H -1.144203 1.411872 1.277540 -0.005 -0.006 -0.017 0.3926
H -4.433346 -1.408329 1.822782 0.033 -0.011 -0.013 0.4143
H -5.843101 0.420465 2.763627 -0.005 0.034 0.008 0.4000
```
Forces are in eV/Å.

Calculated values
Frontier orbital gap: 8.56 eV
E: -1358.44687 a.u.
HOMO level: -10.3 eV
2S+1: 1
Net charge: 0
SMILES: CC[C@@H](F)N(N)S(=O)(=O)F.O=C1C=CC(=O)C=C1

Entry 5:
This record from OMol25 describes a single C8H14N2O6 molecule. The level of theory is the ωB97M-V functional and the def2-TZVPD basis.

```
30
Properties=species:S:1:pos:R:3:forces:R:3:mulliken_charge:R:1
N 2.673908 -1.846301 0.475023 -0.856 -0.331 1.746 -0.6350
C 2.125356 -0.569156 0.954620 -1.218 -0.239 -0.562 -0.4680
C 2.969506 0.506109 0.257187 1.602 -0.273 -0.352 -0.4866
O 3.140668 0.062564 -1.152983 1.452 1.548 1.851 -0.6678
C 0.747257 -0.377163 0.347862 -1.629 -0.037 -0.612 0.6514
O 0.647596 -0.422435 -0.906318 -0.396 -0.069 1.537 -0.8595
N -0.406597 -0.202352 1.124345 3.340 -0.486 -3.066 -0.0101
C -1.654904 -0.356595 0.448595 -2.625 -1.742 -0.060 -0.0635
C -2.064144 0.517960 -0.721539 0.534 1.256 -1.643 -0.4817
C -2.130435 2.032255 -0.379128 -0.311 -0.729 0.173 -0.9963
C -0.814711 2.533907 0.116622 1.890 -2.262 0.072 0.6310
O -0.506228 2.645501 1.258243 -0.574 1.203 1.135 -0.5204
O 0.269430 2.428235 -0.735649 -0.234 1.117 1.501 -0.4076
C -1.943439 -1.893152 -0.076231 1.288 1.805 2.318 0.1938
O -2.823576 -2.527743 0.374473 -2.132 -0.684 0.579 -0.5420
O -1.004497 -2.474538 -0.780425 -0.382 -1.347 -0.594 -0.4873
H 2.872365 -1.641028 -0.479308 0.371 -0.554 -0.821 0.4127
H 1.980532 -2.603612 0.551430 0.520 0.476 -0.090 0.2846
H 2.039143 -0.523203 2.049489 0.504 0.223 -0.255 0.4256
H 3.993050 0.372231 0.761330 -1.296 0.832 -1.030 0.3403
H 2.526407 1.551830 0.311411 0.704 -1.340 0.038 0.2220
H 2.261293 -0.116982 -1.467305 -0.970 0.114 -0.337 0.4313
H -0.275292 -0.390797 2.090384 -0.493 0.016 0.728 0.2841
H -2.392543 -0.162153 1.239232 -0.128 -0.506 -0.280 0.6093
H -2.998019 0.147234 -1.241008 0.619 0.458 1.251 0.4277
H -1.338705 0.429361 -1.519868 0.276 -0.231 -0.126 0.1763
H -2.411138 2.669703 -1.174470 -0.573 0.262 -1.351 0.4394
H -2.900286 2.107754 0.359759 -0.177 0.585 0.812 0.3525
H 0.071951 2.249755 -1.628377 -0.682 -0.358 -1.765 0.2905
H -0.493997 -1.807195 -1.194932 1.578 1.295 -0.796 0.4536
```
Forces are in eV/Å.

Calculated values
Frontier orbital gap: 10.07 eV
E: -874.18394 a.u.
HOMO level: -9.7 eV
Energy above the lowest of the compared OMol25 structures with the same formula, charge and spin: 224.4 kJ/mol
2S+1: 1
Net charge: 0
SMILES: N[C@@H](CO)C(=O)N[C@@H](CCC(=O)O)C(=O)O

Entry 6:
This record from OMol25 describes a molecular structure, C28H52IIrN10O2. The level of theory is the ωB97M-V functional and the def2-TZVPD basis.

```
94
Properties=species:S:1:pos:R:3:forces:R:3:mulliken_charge:R:1
Ir -0.232729 -0.624661 -0.554311 -0.542 -0.606 -0.847 3.2304
C 4.159002 -1.200539 0.325958 -0.050 -0.050 -0.034 -1.3445
N 2.987004 -1.911412 -0.180777 0.057 0.218 -0.099 0.2536
C 2.818975 -1.918770 -1.624932 0.049 -0.206 0.091 -0.8925
C 1.967399 -2.245987 0.611805 -0.154 -0.234 -0.068 0.1338
N 0.706679 -2.246672 0.147161 0.349 -0.108 0.406 0.1147
C -0.232673 -3.226209 0.672478 0.187 -0.117 0.226 -0.3842
C -1.156582 -3.512097 -0.471579 -0.192 -0.239 0.085 -1.2050
N -1.575244 -2.217632 -1.079406 -0.055 0.663 -0.061 0.3097
C -1.501426 -2.353937 -2.554453 -0.172 -0.571 -0.043 -1.3876
C -1.536559 -1.030907 -3.219013 -0.129 0.323 -0.138 -0.6881
N -0.480667 -0.222576 -2.610281 0.828 0.353 -0.049 0.4895
C -0.343967 1.008046 -3.165221 -0.061 -0.234 -0.083 -0.0924
N -1.433583 1.730097 -3.505074 -0.065 -0.044 -0.119 0.3575
C -2.639935 1.739766 -2.690236 0.014 0.024 -0.081 -1.1162
C -1.512001 2.510961 -4.738108 -0.018 -0.017 0.043 -1.2104
N 0.854915 1.518383 -3.466088 0.154 0.098 0.205 0.3557
C 1.095881 2.959515 -3.520461 0.018 -0.039 0.016 -1.4732
C 2.043886 0.702211 -3.654523 -0.097 0.035 -0.074 -1.1134
C -2.906336 -1.803772 -0.603087 -0.161 -0.117 -0.078 -1.6151
C -2.878022 -1.594768 0.887860 -0.139 0.201 -0.170 -0.8394
N -1.762133 -0.742597 1.317148 0.706 0.254 0.620 -0.0021
C -1.945209 -0.259289 2.542427 -0.069 -0.172 -0.100 -0.4015
N -3.086002 -0.567478 3.274797 -0.111 -0.108 -0.002 0.4200
C -4.107595 0.448169 3.467192 0.079 -0.034 0.143 -1.1186
C -3.377449 -1.915717 3.718684 -0.086 0.067 -0.032 -1.1406
N -1.093512 0.552541 3.196040 0.035 -0.015 0.017 0.2592
C -1.218233 0.838890 4.626266 -0.011 -0.048 -0.065 -1.2161
C 0.029878 1.196729 2.559113 0.006 0.034 0.026 -0.9373
N 2.239663 -2.684143 1.857636 -0.012 -0.011 0.177 0.4150
C 1.352834 -2.392313 2.978080 0.039 -0.020 -0.057 -1.3932
C 3.439225 -3.459096 2.169968 -0.033 0.063 -0.002 -1.1497
H 4.037443 -0.975648 1.381165 -0.019 -0.006 0.010 0.4612
H 4.255525 -0.259369 -0.215911 0.001 0.001 -0.016 0.4348
H 5.066510 -1.786431 0.182605 0.018 -0.010 0.002 0.3214
H 3.806134 -1.899586 -2.083546 -0.005 -0.027 -0.004 0.4780
H 2.248772 -1.059899 -1.950661 -0.062 0.073 0.010 -0.0687
H 2.304326 -2.828411 -1.932657 0.005 0.013 0.003 0.2856
H -0.784921 -2.825428 1.520208 0.027 -0.092 0.047 -0.1274
H 0.263347 -4.142578 0.996598 0.128 0.027 -0.081 0.7318
H -2.017442 -4.099836 -0.146114 -0.112 0.111 -0.124 0.3652
H -0.635109 -4.086930 -1.233440 0.032 -0.004 0.042 0.4471
H -2.304819 -3.002843 -2.916927 0.012 -0.050 0.081 0.3856
H -0.547018 -2.829525 -2.777755 -0.002 -0.006 0.022 0.5836
H -2.528449 -0.580166 -3.151240 -0.006 -0.068 0.089 0.3645
H -1.340988 -1.180862 -4.284586 0.024 0.043 -0.004 0.3066
H -2.422220 1.352687 -1.699778 -0.007 -0.025 -0.009 0.1131
H -3.451371 1.171861 -3.152964 -0.009 0.040 -0.038 0.3355
H -2.975887 2.772157 -2.586884 0.018 0.010 0.023 0.4273
H -0.665743 2.287360 -5.380410 -0.001 -0.010 0.000 0.3808
H -1.545299 3.583147 -4.538993 0.022 0.004 0.009 0.3806
H -2.424047 2.233220 -5.267434 -0.015 -0.007 0.005 0.3785
H 2.033811 3.171526 -3.006791 -0.004 -0.010 0.010 0.5139
H 0.297079 3.488295 -3.009182 -0.023 0.000 -0.012 0.4656
H 1.177963 3.318974 -4.546245 0.005 0.001 -0.014 0.3580
H 1.761225 -0.341742 -3.731057 -0.026 0.012 -0.067 0.4488
H 2.735155 0.838502 -2.822054 0.020 -0.008 0.015 0.1699
H 2.541992 1.012074 -4.573756 0.000 0.006 -0.010 0.4925
H -3.651439 -2.572967 -0.833305 0.010 -0.018 -0.088 0.4552
H -3.190064 -0.890471 -1.123910 0.053 0.050 0.011 0.3751
H -2.825261 -2.567673 1.381709 -0.060 -0.020 -0.067 0.3391
H -3.838121 -1.158347 1.165479 0.003 -0.002 0.036 0.6641
H -3.715512 1.426176 3.192308 -0.001 -0.003 0.000 0.3252
H -4.424141 0.484341 4.512501 0.012 0.017 0.009 0.3430
H -4.993839 0.248140 2.855408 0.013 -0.005 -0.016 0.3425
H -2.487984 -2.540878 3.633019 -0.006 0.007 0.003 0.3198
H -4.195053 -2.386647 3.160862 0.010 0.001 0.012 0.3855
H -3.668486 -1.894640 4.771754 0.031 0.004 0.012 0.3398
H -0.230272 0.765246 5.080492 0.017 0.014 -0.006 0.4122
H -1.881117 0.130577 5.108234 0.005 -0.011 0.001 0.3684
H -1.596590 1.849618 4.786481 0.000 0.015 0.000 0.3562
H -0.218181 1.338775 1.525724 -0.032 0.076 -0.277 0.1761
H 0.949823 0.611961 2.651053 -0.001 0.020 -0.026 0.1741
H 0.190197 2.173160 3.015396 0.012 -0.010 0.010 0.6696
H 0.635205 -1.624452 2.693863 0.010 -0.035 -0.013 0.3568
H 1.950796 -2.017477 3.809776 0.012 0.005 0.008 0.4144
H 0.816444 -3.281350 3.317124 0.019 -0.024 0.002 0.3282
H 3.891140 -3.827825 1.252811 -0.008 0.017 0.002 0.3685
H 3.151360 -4.312716 2.783603 -0.010 -0.007 0.004 0.3897
H 4.174979 -2.872074 2.722063 -0.006 0.010 0.008 0.3693
I 3.767735 7.064754 1.242782 0.062 0.106 0.016 0.1863
C 2.827969 5.316268 0.655686 -0.032 -0.022 0.004 -0.2450
C 3.510801 4.107098 0.738964 -0.015 -0.053 -0.068 -0.6350
C 2.870240 2.936438 0.370381 0.060 0.013 -0.029 -0.3695
C 1.554376 2.971417 -0.084027 0.001 -0.066 0.005 0.1902
C 0.879722 4.187188 -0.168759 -0.022 0.038 0.005 -0.4465
C 1.513729 5.361254 0.198345 -0.007 -0.077 -0.048 -0.7443
C 0.845969 1.717549 -0.385191 0.174 0.062 -0.049 0.3334
O 1.427823 0.582386 -0.261305 -0.120 0.433 0.280 -0.1293
O -0.369134 1.687978 -0.707970 -0.551 0.098 0.349 -1.1244
H 4.534539 4.083175 1.086835 -0.024 0.004 0.017 0.4482
H 3.387250 1.988029 0.441146 -0.013 0.010 0.012 0.3224
H -0.147264 4.205164 -0.511328 0.004 -0.007 0.028 0.4410
H 0.990906 6.305538 0.134747 0.009 -0.004 0.014 0.4479
```
Forces are in eV/Å.

Calculated values
Frontier orbital gap (spin up / spin down): 7.63 / 7.63 eV
E: -2197.69445 a.u.
HOMO level (spin up / spin down): -12.9 / -12.9 eV
2S+1: 1
Net charge: +2